{
  "formula": "C4H8N2O",
  "method": "the ωB97M-V functional and the def2-TZVPD basis",
  "elements": ["C", "C", "C", "N", "C", "O", "N", "H", "H", "H", "H", "H", "H", "H", "H"],
  "xyz": [[1.05, 0.79, -0.71], [0.10, -1.01, -0.49], [0.26, -0.09, 0.58], [-2.17, 1.06, 0.29], [1.08, -0.59, 1.57], [-1.30, 0.30, 1.08], [-0.59, -1.73, -1.18], [-2.96, 0.46, 0.05], [-1.79, 1.39, -0.60], [-0.20, -2.40, -1.84], [1.22, 1.72, -0.18], [0.47, 1.12, -1.58], [2.05, 0.43, -0.96], [0.69, -1.25, 2.32], [2.09, -0.20, 1.67]],
  "nbo_charge": [-0.665, 0.443, 0.085, -0.524, -0.428, -0.457, -0.637, 0.334, 0.323, 0.386, 0.242, 0.237, 0.241, 0.219, 0.201],
  "homo_ev": [-6.99, -7.80],
  "homo_lumo_gap_ev": [6.575, 7.864],
  "lumo_energy_ha": [-0.015, 0.003],
  "de_lowest_kcal_mol": 216.9,
  "multiplicity": 1,
  "total_energy_ev": -9296.9867
}

{
  "formula": "C4H8N2O",
  "method": "the ωB97M-V functional and the def2-TZVPD basis",
  "elements": ["C", "C", "C", "C", "N", "N", "O", "H", "H", "H", "H", "H", "H", "H", "H"],
  "xyz": [[-3.05, -0.02, -0.20], [1.27, -1.15, -0.10], [2.42, -0.27, -0.23], [1.18, 0.19, 0.52], [-2.19, 0.86, 0.20], [0.47, 1.17, -0.11], [-3.06, -1.24, -0.17], [-3.96, 0.48, -0.76], [0.74, -1.29, -1.09], [1.50, -2.05, 0.51], [3.39, -0.42, 0.45], [2.67, 0.29, -1.14], [1.11, 0.05, 1.61], [-2.34, 1.80, -0.03], [-0.15, 1.60, 0.54]],
  "nbo_charge": [0.421, -0.398, -0.386, -0.139, -0.511, -0.441, -0.483, 0.129, 0.239, 0.236, 0.216, 0.236, 0.198, 0.352, 0.332],
  "homo_ev": [-10.13, -8.70],
  "homo_lumo_gap_ev": [9.682, 5.877],
  "lumo_energy_ha": [-0.016, -0.104],
  "de_lowest_kcal_mol": 155.4,
  "multiplicity": 1,
  "total_energy_ev": -9299.6527
}

{
  "formula": "C4H8N2O",
  "method": "the ωB97M-V functional and the def2-TZVPD basis",
  "elements": ["C", "C", "O", "C", "N", "C", "N", "H", "H", "H", "H", "H", "H", "H", "H"],
  "xyz": [[2.17, 0.00, 0.06], [1.13, -0.67, -0.81], [0.24, -1.46, 0.08], [-0.72, -0.52, -0.23], [-1.93, -0.35, 0.42], [-0.07, 0.18, -1.16], [-2.12, 1.01, 0.78], [1.66, 0.53, 0.87], [2.75, 0.73, -0.51], [2.86, -0.73, 0.49], [1.58, -1.31, -1.58], [-2.19, -1.02, 1.12], [-0.27, 1.11, -1.67], [-2.97, 1.36, 0.37], [-2.13, 1.13, 1.79]],
  "nbo_charge": [-0.624, 0.102, -0.510, 0.475, -0.485, -0.427, -0.656, 0.217, 0.213, 0.212, 0.183, 0.373, 0.224, 0.354, 0.350],
  "homo_ev": -7.97,
  "homo_lumo_gap_ev": 9.034,
  "lumo_energy_ha": 0.039,
  "de_lowest_kcal_mol": 87.5,
  "multiplicity": 1,
  "total_energy_ev": -9302.5994
}

{
  "formula": "C4H8N2O",
  "method": "the ωB97M-V functional and the def2-TZVPD basis",
  "elements": ["C", "C", "O", "C", "N", "C", "N", "H", "H", "H", "H", "H", "H", "H", "H"],
  "xyz": [[1.11, 1.42, -0.42], [0.19, 0.42, 0.24], [-0.06, 0.84, 1.55], [-1.08, -0.03, -0.50], [-1.20, -1.40, 0.02], [0.74, -1.01, 0.31], [1.34, -1.99, 0.65], [2.03, 1.52, 0.15], [0.61, 2.39, -0.44], [1.35, 1.12, -1.45], [-0.74, 0.26, 1.92], [-0.90, 0.02, -1.58], [-1.93, 0.62, -0.26], [0.10, -2.16, 0.52], [-1.55, -2.02, -0.71]],
  "nbo_charge": [-0.620, 0.175, -0.682, -0.243, -0.969, 0.396, -0.472, 0.232, 0.236, 0.221, 0.488, 0.177, 0.194, 0.509, 0.358],
  "homo_ev": -8.34,
  "homo_lumo_gap_ev": 9.230,
  "lumo_energy_ha": 0.033,
  "de_lowest_kcal_mol": 126.9,
  "multiplicity": 1,
  "total_energy_ev": -9300.8910
}

{
  "formula": "C4H8N2O",
  "method": "the ωB97M-V functional and the def2-TZVPD basis",
  "elements": ["C", "N", "N", "O", "H", "H", "H", "H", "C", "C", "C", "H", "H", "H", "H"],
  "xyz": [[2.81, 0.69, -0.01], [1.46, 1.00, -0.17], [0.55, 0.42, 0.40], [0.95, -0.68, 1.28], [3.03, -0.22, 0.48], [3.29, 1.51, 0.60], [3.31, 0.86, -1.01], [0.07, -1.13, 1.60], [-2.15, -2.04, -0.36], [-2.20, -0.84, -0.43], [-2.29, 0.60, -0.56], [-1.96, -3.02, -0.19], [-1.76, 0.99, 0.26], [-3.33, 0.94, -0.44], [-1.76, 0.92, -1.46]],
  "nbo_charge": [-0.498, -0.162, 0.132, -0.640, 0.222, 0.230, 0.225, 0.497, -0.287, 0.033, -0.700, 0.216, 0.253, 0.234, 0.245],
  "homo_ev": -9.83,
  "homo_lumo_gap_ev": 10.667,
  "lumo_energy_ha": 0.031,
  "smiles": "C/N=N\\O.C#CC",
  "de_lowest_kcal_mol": 133.5,
  "multiplicity": 1,
  "total_energy_ev": -9300.6045
}

{
  "formula": "C4H8N2O",
  "method": "the ωB97M-V functional and the def2-TZVPD basis",
  "elements": ["C", "C", "C", "N", "N", "C", "O", "H", "H", "H", "H", "H", "H", "H", "H"],
  "xyz": [[-1.04, 0.58, 1.17], [0.37, -0.38, -0.76], [0.87, -1.77, -1.13], [-0.06, 2.29, 0.25], [-0.26, 1.63, 1.41], [-0.85, -0.45, 0.15], [-1.66, -1.35, 0.06], [-0.46, 2.16, 2.26], [0.76, 2.90, 0.34], [-1.85, 0.38, 1.87], [0.06, 0.16, -1.66], [1.15, 0.22, -0.29], [1.67, -1.70, -1.86], [1.24, -2.29, -0.25], [0.06, -2.36, -1.56]],
  "nbo_charge": [-0.043, -0.491, -0.605, -0.492, -0.296, 0.495, -0.545, 0.389, 0.304, 0.196, 0.239, 0.215, 0.207, 0.203, 0.225],
  "homo_ev": [-9.09, -8.48],
  "homo_lumo_gap_ev": [8.564, 8.141],
  "lumo_energy_ha": [-0.019, -0.013],
  "de_lowest_kcal_mol": 95.7,
  "multiplicity": 1,
  "total_energy_ev": -9302.2420
}

{
  "formula": "C4H8N2O",
  "method": "the ωB97M-V functional and the def2-TZVPD basis",
  "elements": ["N", "C", "O", "C", "N", "C", "C", "H", "H", "H", "H", "H", "H", "H", "H"],
  "xyz": [[-0.16, -0.41, -1.44], [-0.83, 0.72, -1.05], [-1.91, 1.02, -1.54], [-0.15, 1.64, -0.02], [0.49, 1.15, 1.23], [0.36, -0.30, 1.54], [1.51, 0.07, 1.11], [-0.58, -0.96, -2.18], [0.73, -0.67, -1.06], [0.60, 2.23, -0.56], [-0.94, 2.33, 0.28], [-0.36, -0.96, 2.00], [2.57, -0.01, 0.93], [-0.74, -3.24, 0.56], [-0.58, -2.61, 0.19]],
  "nbo_charge": [-0.837, 0.650, -0.608, -0.347, -0.427, -0.043, -0.109, 0.406, 0.398, 0.212, 0.232, 0.242, 0.237, 0.002, -0.007],
  "homo_ev": -8.52,
  "homo_lumo_gap_ev": 9.405,
  "lumo_energy_ha": 0.033,
  "smiles": "NC(=O)CN1C=C1.[H][H]",
  "de_lowest_kcal_mol": 122.3,
  "multiplicity": 1,
  "total_energy_ev": -9301.0892
}

{
  "formula": "C4H8N2O",
  "method": "the ωB97M-V functional and the def2-TZVPD basis",
  "elements": ["C", "N", "C", "N", "C", "C", "O", "H", "H", "H", "H", "H", "H", "H", "H"],
  "xyz": [[-1.66, -0.28, -1.10], [-0.44, -0.58, -0.34], [0.63, 0.14, -0.52], [-2.27, 1.02, -0.85], [1.77, -0.65, 0.64], [1.82, -0.13, 1.88], [1.07, 1.05, -1.15], [0.71, -1.26, 0.50], [-1.65, 1.77, -1.14], [-2.47, 1.14, 0.14], [-2.38, -1.06, -0.84], [-1.46, -0.35, -2.17], [2.67, -0.97, 0.14], [0.91, 0.18, 2.39], [2.75, -0.01, 2.43]],
  "nbo_charge": [-0.062, -0.705, 0.768, -0.834, -0.601, -0.157, -0.546, 0.427, 0.361, 0.353, 0.188, 0.178, 0.233, 0.199, 0.198],
  "homo_ev": -8.97,
  "homo_lumo_gap_ev": 8.125,
  "lumo_energy_ha": -0.031,
  "de_lowest_kcal_mol": 107.0,
  "multiplicity": 1,
  "total_energy_ev": -9301.7528
}